C12H18Cl3N6O2STi | ωB97M-V/def2-TZVPD

Results
E_LUMO (alpha / beta): -3.96 / -4.33 eV
Spin multiplicity: 3
E: -3575.2342 hartree
Max |F|: 0.6 eV/Å
Kohn-Sham gap (alpha / beta): 0.2711 / 0.2722 Eh
Net charge: +1
M: 464.61 g mol⁻¹
Energy relative to the best compared isomer or geometry (same formula, charge and spin): 0.2673 eV
⟨S²⟩: 2.006

CARTESIAN COORDINATES (ANGSTROEM)
Ti: 0.4709 -0.7419 -0.0124
C: 2.3585 2.3165 2.5127
C: 1.9990 1.0920 1.7533
N: 1.2202 1.0414 0.7428
N: 0.6541 2.1464 0.1650
C: 0.5711 1.9631 -1.1299
N: -0.0280 2.9276 -1.8553
S: 1.1862 0.5622 -2.0162
C: 2.6149 -0.2234 2.0535
C: 3.5099 -0.4144 3.0875
C: 4.1117 -1.6621 3.2221
C: 3.7924 -2.6681 2.3298
C: 2.8593 -2.4057 1.3357
N: 2.2892 -1.2132 1.1921
H: 1.7990 3.1671 2.1345
H: 3.4272 2.5178 2.4196
H: 2.1344 2.1773 3.5713
H: -0.2510 3.7949 -1.3925
H: 0.0676 2.9261 -2.8555
H: 3.7405 0.3875 3.7726
H: 4.8218 -1.8374 4.0187
H: 4.2412 -3.6482 2.3957
H: 2.5450 -3.1751 0.6419
N: -4.9437 -2.3075 -1.2761
C: -3.9407 -1.2873 -1.5839
C: -2.6854 -1.5418 -0.7548
N: -1.5778 -0.6295 -1.0968
H: -5.8665 -2.0162 -1.5739
H: -4.9247 -2.7367 0.4636
H: -4.7357 -3.1785 -1.7517
H: -4.3538 -0.3105 -1.3242
H: -3.6815 -1.2566 -2.6497
H: -2.3388 -2.5666 -0.9015
H: -2.9148 -1.4238 0.3033
H: -1.8629 0.3358 -0.9259
H: -1.3816 -0.6735 -2.0966
Cl: -1.2527 -4.7415 2.3776
C: -1.2828 -3.0698 2.5599
Cl: -1.9594 -2.3881 3.9369
Cl: -4.7705 -3.1051 1.7291
C: -0.6913 -2.2227 1.5556
O: -0.7311 -0.9479 1.6715
O: -0.0923 -2.7110 0.5394

Charges in e, computed with Löwdin, in the same order as the atoms: 0.986 0.008 -0.227 -0.143 0.032 -0.842 0.096 0.629 -0.188 0.023 -0.012 -0.015 -0.075 0.029 0.081 0.105 0.101 0.113 0.093 0.122 0.124 0.120 0.128 -0.031 -0.246 -0.249 -0.047 0.099 -0.264 0.100 0.125 0.118 0.127 0.090 0.105 0.076 0.759 -1.086 0.757 0.272 -0.761 -0.110 -0.122